One molecule with the formula ClH4N2PS at a distorted geometry. Source: the Open Molecules 2025 dataset; level of theory: wB97M-V/def2-TZVPD.

Computed properties:
SMILES	NP(N)(=S)Cl
ΔE to the lowest compared entry with this formula, charge and spin	1.1	kcal per mole
HOMO-LUMO gap	9.70	eV
LUMO energy	0.67	eV
max |F|	4.193	eV Å⁻¹
calculated total energy	-35693.77356	eV

Atoms and positions in Å:
N (0.574, 0.200, 1.155)
P (-0.642, -0.031, -0.030)
N (0.379, 0.164, -1.421)
S (-1.495, -1.766, -0.110)
Cl (-1.796, 1.517, 0.130)
H (0.169, 0.553, 2.007)
H (1.113, -0.653, 1.196)
H (1.133, 0.779, -1.165)
H (0.564, -0.763, -1.763)


C6H7CsO6 as an isolated structure at a distorted geometry. Source: the Open Molecules 2025 dataset; level of theory: wB97M-V/def2-TZVPD.

Computed properties:
charge	-1
HOMO-LUMO gap (spin up / spin down)	4.66 / 6.28	eV
LUMO energy (spin up / spin down)	1.87 / 1.87	eV
max |F|	2.463	eV Å⁻¹
calculated total energy	-19168.12159	eV
multiplicity	2

Atoms and positions in Å:
O (0.347, 0.856, 1.591)
O (-1.773, 0.026, 1.316)
C (-2.697, -0.031, 0.253)
C (-1.999, 0.696, -0.921)
O (-0.734, 1.042, -0.416)
C (-0.437, 0.219, 0.791)
H (-2.940, -1.074, -0.012)
H (-3.624, 0.469, 0.563)
H (-2.530, 1.609, -1.223)
H (-1.911, 0.039, -1.803)
Cs (1.936, 2.867, -0.127)
O (2.541, -0.919, 0.011)
O (4.437, -0.482, 1.039)
C (1.322, -1.017, -0.554)
C (0.103, -1.156, 0.277)
O (3.494, 1.042, -0.347)
C (3.553, -0.012, 0.319)
H (1.297, -0.722, -1.605)
H (-0.671, -1.669, -0.316)
H (0.287, -1.782, 1.164)